Formula: C21H65N7O9
Source: the Open Molecules 2025 dataset
Level of theory: wB97M-V/def2-TZVPD

Structure (XYZ):
```
102
Properties=species:S:1:pos:R:3
C -0.77819 -3.77211 -0.54902
O -0.20557 -2.60473 -1.16272
C -0.63205 -1.36867 -0.54458
C 0.19038 -1.06485 0.72524
C -0.40812 0.23082 1.20292
N 1.60040 -0.87317 0.37965
H -0.47533 -4.72954 -0.97292
H -1.86675 -3.82400 -0.52815
H -0.44783 -3.95705 0.47312
H -0.40604 -0.59595 -1.27937
H -1.71770 -1.37650 -0.44758
H -0.02436 -1.82284 1.47851
H -0.69227 0.98862 0.47278
H 0.18070 0.72983 1.97258
H -1.29932 -0.06981 1.75380
H 2.25203 -1.14841 1.10057
H 1.72404 -1.58655 -0.32454
C 6.36135 4.48318 4.47294
O 5.07513 3.97306 4.84247
C 4.39557 3.30550 3.73340
C 5.09258 2.08140 3.15215
C 4.14441 1.33186 2.20581
N 5.38702 1.27632 4.31469
H 6.97690 3.63626 4.16975
H 7.02093 4.77259 5.29103
H 6.38658 5.16199 3.62048
H 3.38718 3.10468 4.09523
H 4.15576 3.98863 2.91859
H 5.95682 2.40700 2.57321
H 3.26868 1.05305 2.79188
H 4.66055 0.43662 1.85906
H 3.75998 1.97345 1.41292
H 5.53609 1.91392 5.08368
H 4.56393 0.80098 4.65625
C -3.22118 2.32184 2.25727
O -3.59968 1.64853 1.05753
C -4.27974 0.37587 1.34320
C -4.78272 -0.21017 0.06044
C -5.98322 0.60577 -0.39384
N -5.05614 -1.66879 -0.03450
H -4.00158 2.59356 2.96808
H -2.70297 3.24729 2.00611
H -2.53369 1.59512 2.69008
H -3.53911 -0.26530 1.82119
H -5.08801 0.43669 2.07198
H -3.99018 -0.10106 -0.67987
H -6.42100 0.37765 -1.36563
H -5.58713 1.61532 -0.50364
H -6.83245 0.61508 0.28940
H -5.97496 -1.73012 0.38035
H -4.34454 -2.11226 0.52858
C -0.44909 4.66260 -0.65852
O -1.31340 4.35963 -1.77969
C -1.42670 2.96986 -1.99230
C -2.74936 2.65513 -2.85885
C -2.79449 3.26054 -4.31749
N -3.91030 3.16899 -2.16669
H -0.79108 4.28479 0.30502
H -0.42560 5.74382 -0.52247
H 0.54901 4.28656 -0.88324
H -0.48156 2.50252 -2.26873
H -1.63785 2.59491 -0.99084
H -3.07826 1.61907 -2.77829
H -1.86520 3.06297 -4.85180
H -2.94063 4.34067 -4.32639
H -3.58066 2.83888 -4.94378
H -3.87686 4.17470 -2.08000
H -3.93090 2.73541 -1.25472
C 2.50447 -4.41054 -1.79995
O 2.80199 -3.44291 -2.82360
C 3.90445 -2.56806 -2.49492
C 4.09762 -1.34801 -3.41276
C 5.06660 -0.21705 -2.93639
N 2.90207 -0.58772 -3.61072
H 1.55412 -4.83468 -2.12403
H 2.11539 -4.02404 -0.85797
H 3.16871 -5.27477 -1.80295
H 3.64902 -2.18676 -1.50626
H 4.78634 -3.20308 -2.41049
H 4.38019 -1.59974 -4.43496
H 5.04641 -0.02893 -1.86293
H 4.74051 0.76268 -3.28548
H 6.09092 -0.36044 -3.28036
H 2.99287 0.01430 -4.41660
H 2.06003 -1.12896 -3.74538
N -3.18679 -3.17860 3.94269
C -3.62879 -3.39288 2.69655
N -4.84630 -3.86224 2.69486
O -3.19053 -2.89993 1.73819
H -3.84287 -3.43868 4.66521
H -2.37878 -2.57265 3.94893
H -5.19513 -4.37274 3.49348
H -5.18533 -4.20337 1.80671
O 2.53902 1.07148 -1.21974
H 2.25671 0.37172 -0.63079
H 2.60338 0.65176 -2.07760
O 0.38952 -2.88677 -3.72861
H 1.24510 -3.27572 -3.54717
H 0.12198 -2.49652 -2.89653
O -3.19690 -6.26931 -2.06597
H -3.27355 -6.83400 -1.29689
H -3.57471 -5.43447 -1.78932
```

Results
Spin multiplicity: 1
HOMO level (eV): -8.59
ΔE to the lowest compared entry with this formula, charge and spin (kJ/mol): 28.8
Calculated total energy (eV): -51684.8894
Max |F| (hartree/bohr): 0.126